{
  "formula": "C3H8NO3",
  "method": "the ωB97M-V functional and the def2-TZVPD basis",
  "total_charge": -1,
  "lumo_ev": 3.9,
  "gap_ev": 8.0038,
  "fmax_ev_per_a": 1.664,
  "total_energy_ha": -399.647409,
  "symbols": ["C", "O", "C", "H", "H", "H", "H", "H", "H", "N", "C", "O", "O", "H", "H"],
  "xyz": [[-0.445, -0.095, 1.382], [-1.139, -0.650, 2.505], [0.562, -1.138, 1.018], [-1.107, 0.078, 0.521], [0.039, 0.887, 1.605], [-2.002, -0.204, 2.610], [0.011, -2.003, 0.573], [1.233, -0.817, 0.188], [1.161, -1.495, 1.887], [0.929, 1.080, -2.403], [-0.189, 0.688, -1.611], [-0.594, -0.507, -1.721], [-0.726, 1.596, -0.899], [1.171, 0.505, -3.188], [1.098, 2.075, -2.466]],
  "atomic_forces_ev_per_a": [[0.1, 0.4, -0.3], [-1.0, 0.5, 0.7], [0.7, -1.1, -1.1], [0.2, -0.1, 0.5], [-0.4, -0.6, 0.2], [0.7, -0.2, -0.2], [0.4, 0.5, 0.5], [-0.4, 0.0, 0.7], [-0.3, 0.3, -0.4], [0.2, 0.2, 0.6], [-1.7, 0.0, -0.1], [0.8, 0.8, -0.2], [1.0, -0.4, -0.8], [-0.1, -0.1, -0.1], [-0.2, -0.4, -0.1]]
}

=====

{
  "formula": "C4H6N",
  "method": "the ωB97M-V functional and the def2-TZVPD basis",
  "total_charge": 1,
  "lumo_ev": -4.4,
  "gap_ev": 10.2890,
  "fmax_ev_per_a": 5.368,
  "total_energy_ha": -210.362210,
  "smiles": "C=[N+]1C=C1C",
  "symbols": ["C", "N", "C", "C", "C", "H", "H", "H", "H", "H", "H"],
  "xyz": [[0.165, 2.017, -0.745], [-0.237, 0.803, -0.591], [-1.282, -0.037, -0.918], [-0.295, -0.481, -0.127], [0.307, -1.479, 0.678], [1.056, 2.478, -0.226], [-0.477, 2.610, -1.363], [-2.069, -0.329, -1.473], [-0.292, -1.418, 1.635], [1.398, -1.601, 0.837], [-0.052, -2.399, 0.310]],
  "atomic_forces_ev_per_a": [[0.9, -0.3, 1.0], [0.6, 4.0, -0.7], [3.9, -1.9, 3.2], [-1.7, 0.1, -1.7], [0.1, -0.8, 2.4], [-1.1, -1.1, -0.7], [0.0, 0.4, -0.3], [-2.6, 0.0, -2.0], [1.1, 0.1, -0.4], [-0.8, 0.9, -0.1], [-0.3, -1.3, -0.7]]
}

=====

{
  "formula": "C8H11BrF12N3O9S4V",
  "method": "the ωB97M-V functional and the def2-TZVPD basis",
  "total_charge": -1,
  "lumo_ev": [2.1, 2.1],
  "gap_ev": [7.4955, 7.7226],
  "fmax_ev_per_a": 7.015,
  "spin_multiplicity": 4,
  "total_energy_ha": -7462.070701,
  "symbols": ["V", "C", "F", "F", "F", "S", "O", "O", "N", "S", "O", "O", "C", "F", "F", "F", "C", "F", "F", "F", "S", "O", "O", "N", "S", "O", "O", "C", "F", "F", "F", "Br", "C", "C", "C", "O", "C", "N", "H", "H", "H", "H", "H", "H", "H", "H", "H", "H", "H"],
  "xyz": [[-18.112, 7.587, 4.943], [-17.170, 10.493, 8.213], [-16.002, 9.922, 8.052], [-17.975, 9.784, 9.021], [-17.054, 11.729, 8.682], [-17.980, 10.556, 6.396], [-18.676, 11.860, 6.268], [-16.806, 10.413, 5.535], [-18.944, 9.108, 6.212], [-20.306, 9.464, 7.023], [-20.863, 8.231, 7.595], [-20.189, 10.603, 7.925], [-21.537, 10.119, 5.560], [-21.512, 9.284, 4.587], [-22.790, 10.157, 5.991], [-21.223, 11.370, 5.276], [-16.856, 5.162, 2.131], [-18.097, 5.600, 2.056], [-16.737, 3.997, 1.564], [-16.117, 6.076, 1.399], [-16.255, 5.116, 3.997], [-17.342, 4.409, 4.689], [-15.005, 4.389, 4.016], [-16.253, 6.851, 4.481], [-14.761, 7.240, 4.207], [-14.101, 6.631, 3.069], [-14.528, 8.685, 4.226], [-13.745, 6.646, 5.781], [-14.577, 6.199, 6.691], [-12.805, 5.695, 5.528], [-13.083, 7.690, 6.296], [-18.202, 8.957, 2.422], [-21.203, 4.456, 5.344], [-20.381, 5.669, 5.578], [-19.369, 5.485, 6.758], [-18.240, 6.375, 6.724], [-17.427, 6.327, 7.858], [-19.620, 6.061, 4.363], [-21.743, 4.089, 6.216], [-20.596, 3.629, 4.975], [-21.909, 4.645, 4.535], [-21.023, 6.512, 5.832], [-18.985, 4.467, 6.680], [-19.910, 5.525, 7.704], [-16.894, 5.377, 7.903], [-17.848, 6.587, 8.829], [-16.592, 7.027, 7.832], [-20.260, 5.970, 3.587], [-19.114, 5.219, 4.130]],
  "atomic_forces_ev_per_a": [[-0.7, 1.6, -1.3], [-2.2, 0.1, -1.5], [0.3, -0.2, 0.6], [1.1, 0.0, 0.1], [0.2, -0.5, -0.1], [1.2, 2.7, -1.8], [1.3, -3.0, 0.4], [-1.5, -0.9, 1.2], [0.3, 3.4, 1.5], [-2.2, -0.2, 0.9], [0.5, 1.2, -1.3], [-0.4, -1.5, -1.0], [0.7, 0.4, 3.1], [0.7, -0.8, -1.9], [-0.8, -0.2, 0.8], [0.5, -0.4, -0.7], [1.7, 3.2, -0.6], [-0.5, -0.6, 0.4], [0.0, -0.9, 0.2], [-0.7, -1.6, 1.2], [-1.1, -1.4, 0.1], [0.7, 1.4, -0.7], [-0.9, 1.0, 0.2], [0.3, -4.9, -1.1], [5.3, 4.4, -1.5], [-1.0, -0.3, 1.1], [-1.4, -1.9, 1.0], [0.9, 0.3, -1.3], [-0.6, -0.6, 0.8], [-1.0, 0.6, -0.1], [-0.3, -0.2, -0.2], [-0.2, -0.6, 1.1], [-0.3, -1.0, -0.4], [1.2, 1.6, 1.0], [-0.3, -1.0, -0.5], [-1.3, 0.4, -0.2], [1.7, -0.1, 0.9], [-0.3, -1.0, 0.4], [0.0, 0.2, 0.1], [0.3, -0.1, 0.1], [-0.3, 0.1, 0.1], [0.0, 0.0, 0.0], [0.3, -0.2, 0.0], [0.1, 0.5, 0.1], [-0.4, -0.4, 0.2], [-1.0, -0.3, -0.2], [-0.2, 0.4, -0.9], [-0.5, 1.3, -0.4], [1.0, -0.2, 0.3]]
}

=====

{
  "formula": "C3H10NO",
  "method": "the ωB97M-V functional and the def2-TZVPD basis",
  "total_charge": 1,
  "lumo_ev": -3.4,
  "gap_ev": 11.7286,
  "fmax_ev_per_a": 1.660,
  "total_energy_ha": -249.994981,
  "symbols": ["C", "O", "H", "H", "H", "H", "C", "C", "N", "H", "H", "H", "H", "H", "H"],
  "xyz": [[1.102, 1.956, -0.268], [1.802, 0.946, 0.530], [1.630, 2.881, -0.091], [0.101, 2.144, 0.145], [1.148, 1.695, -1.325], [2.353, 1.428, 1.139], [-1.478, -1.191, 0.130], [-1.883, -1.188, -1.124], [-0.106, -0.972, 0.534], [-2.070, -1.575, 0.949], [-1.221, -0.824, -1.913], [-2.922, -1.301, -1.433], [0.151, -1.801, 1.073], [-0.041, -0.129, 1.124], [0.550, -0.673, -0.197]],
  "atomic_forces_ev_per_a": [[0.7, 0.1, 1.1], [-1.0, 0.1, -0.7], [0.1, 0.4, -0.5], [0.0, -0.4, -0.5], [-0.2, 0.0, 0.2], [0.4, 0.0, 0.3], [-1.1, -1.1, -0.6], [0.2, 1.3, -0.4], [-0.1, 1.0, 0.3], [-0.2, 0.3, 0.1], [0.0, -0.3, 0.1], [0.3, -0.4, 0.4], [0.9, 0.3, -0.2], [0.1, -0.4, 0.4], [0.1, -0.9, -0.1]]
}

=====

{
  "formula": "C3H8O3S",
  "method": "the ωB97M-V functional and the def2-TZVPD basis",
  "total_charge": 0,
  "lumo_ev": 0.6,
  "gap_ev": 11.1759,
  "fmax_ev_per_a": 1.595,
  "total_energy_ha": -742.988966,
  "smiles": "CS(=O)(=O)CCO",
  "symbols": ["C", "S", "O", "O", "C", "C", "O", "H", "H", "H", "H", "H", "H", "H", "H"],
  "xyz": [[1.201, 0.213, 1.925], [0.500, 0.450, 0.305], [0.360, 1.877, 0.063], [1.276, -0.374, -0.631], [-1.130, -0.286, 0.411], [-1.671, -0.556, -1.000], [-1.040, -1.673, -1.585], [0.584, 0.748, 2.624], [2.220, 0.688, 1.894], [1.283, -0.833, 2.141], [-1.758, 0.435, 0.950], [-1.073, -1.226, 0.971], [-2.743, -0.795, -0.921], [-1.570, 0.360, -1.635], [-0.113, -1.440, -1.683]],
  "atomic_forces_ev_per_a": [[1.1, 1.0, -0.6], [0.6, -0.1, -0.7], [0.1, -1.0, 0.2], [-0.6, 0.8, 0.7], [-0.2, 0.3, 0.1], [-0.1, 0.3, -0.3], [-0.4, 0.1, 0.0], [-0.2, 0.1, 0.4], [-1.0, -0.5, 0.0], [0.0, -0.5, 0.1], [0.1, -0.1, -0.1], [0.1, 0.2, -0.1], [0.4, 0.1, 0.0], [-0.1, -0.6, 0.4], [0.3, 0.0, 0.0]]
}

=====

{
  "formula": "C39H32BF6N7O6S3W",
  "method": "the ωB97M-V functional and the def2-TZVPD basis",
  "total_charge": 2,
  "lumo_ev": -8.2,
  "gap_ev": 5.7442,
  "fmax_ev_per_a": 0.742,
  "total_energy_ha": -4225.328492,
  "symbols": ["W", "C", "C", "C", "C", "N", "N", "B", "N", "N", "C", "C", "C", "C", "C", "C", "C", "C", "C", "C", "N", "N", "C", "C", "C", "C", "C", "C", "C", "C", "C", "C", "C", "C", "C", "C", "C", "C", "H", "H", "H", "H", "H", "H", "H", "H", "H", "H", "H", "H", "H", "H", "H", "H", "H", "H", "H", "H", "H", "H", "H", "H", "H", "H", "H", "H", "F", "C", "F", "F", "S", "O", "O", "N", "S", "O", "O", "C", "F", "F", "F", "O", "C", "O", "C", "C", "C", "C", "C", "C", "S", "H", "H", "H", "H"],
  "xyz": [[0.300, 0.151, 0.285], [1.189, -5.229, 1.504], [1.223, -4.094, 0.539], [1.593, -4.071, -0.792], [1.424, -2.767, -1.234], [0.981, -1.991, -0.202], [0.851, -2.849, 0.862], [0.484, -2.274, 2.197], [-1.623, -1.623, 0.923], [-1.461, -0.815, -0.150], [-2.663, -0.766, -0.779], [-3.544, -1.568, -0.060], [-2.878, -2.068, 1.067], [-3.313, -2.983, 2.147], [-2.893, -0.011, -2.008], [-4.129, 0.605, -2.200], [-4.355, 1.348, -3.345], [-3.360, 1.467, -4.309], [-2.137, 0.836, -4.130], [-1.901, 0.103, -2.978], [1.525, -1.262, 2.645], [1.808, -0.235, 1.763], [2.473, 0.717, 2.474], [2.646, 0.277, 3.770], [2.021, -0.964, 3.852], [1.858, -1.857, 5.030], [2.726, 2.032, 1.884], [2.607, 3.188, 2.647], [2.640, 4.424, 2.018], [2.789, 4.514, 0.637], [2.959, 3.361, -0.119], [2.927, 2.123, 0.508], [1.643, -2.427, -2.664], [2.937, -2.264, -3.147], [3.142, -2.015, -4.495], [2.060, -1.943, -5.365], [0.772, -2.143, -4.889], [0.564, -2.399, -3.541], [1.358, -6.162, 0.973], [1.966, -5.124, 2.261], [0.228, -5.288, 2.013], [1.930, -4.897, -1.393], [0.169, -3.066, 3.024], [-4.560, -1.791, -0.336], [-3.571, -3.950, 1.713], [-2.531, -3.118, 2.889], [-4.191, -2.569, 2.636], [-4.900, 0.529, -1.444], [-5.308, 1.839, -3.487], [-3.546, 2.045, -5.204], [-1.368, 0.909, -4.889], [-0.963, -0.425, -2.859], [3.172, 0.780, 4.563], [2.662, -1.684, 5.742], [0.913, -1.635, 5.530], [1.856, -2.907, 4.748], [2.440, 3.127, 3.713], [2.531, 5.324, 2.607], [2.801, 5.484, 0.160], [3.167, 3.432, -1.180], [3.257, 1.232, -0.013], [3.778, -2.317, -2.468], [4.149, -1.889, -4.871], [2.226, -1.762, -6.418], [-0.068, -2.125, -5.570], [-0.437, -2.580, -3.168], [-2.120, 0.373, 6.931], [-2.967, 0.372, 5.912], [-3.477, 1.578, 5.759], [-3.942, -0.504, 6.135], [-2.065, -0.257, 4.397], [-0.644, -1.265, 1.823], [-3.096, -0.364, 3.346], [-1.106, 1.071, 4.196], [-0.971, 1.978, 3.009], [-0.264, 1.255, 1.849], [-0.314, 3.214, 3.261], [-2.581, 2.403, 2.132], [-3.534, 2.488, 3.032], [-2.882, 1.497, 1.207], [-2.402, 3.567, 1.550], [-1.850, 3.101, -1.387], [-0.819, 2.541, -1.503], [-0.424, 1.632, -0.490], [0.217, 2.627, -2.534], [0.139, 3.670, -3.447], [1.071, 3.767, -4.469], [2.066, 2.807, -4.593], [2.147, 1.756, -3.692], [1.227, 1.665, -2.644], [1.474, 0.224, -1.687], [-0.655, 4.396, -3.343], [1.021, 4.590, -5.168], [2.786, 2.874, -5.398], [2.919, 1.006, -3.799]],
  "atomic_forces_ev_per_a": [[-0.5, -0.5, 0.2], [0.0, 0.0, -0.1], [-0.1, 0.0, 0.0], [0.1, 0.1, 0.1], [-0.1, -0.1, 0.0], [0.0, -0.1, -0.1], [0.3, -0.1, 0.1], [0.0, -0.1, 0.1], [0.3, -0.2, -0.1], [-0.2, 0.3, 0.1], [0.0, -0.1, -0.1], [0.0, -0.1, 0.2], [-0.1, 0.2, -0.2], [0.0, 0.0, -0.1], [0.0, 0.0, 0.1], [0.0, 0.1, 0.0], [0.0, 0.0, 0.0], [0.0, 0.0, 0.0], [0.0, 0.0, 0.0], [0.0, -0.1, -0.1], [0.0, 0.1, -0.1], [0.0, 0.2, -0.1], [-0.1, 0.1, 0.0], [0.1, -0.1, 0.0], [0.0, 0.0, 0.0], [0.0, 0.0, 0.0], [-0.2, -0.1, 0.0], [-0.1, 0.0, 0.0], [0.0, 0.0, -0.1], [0.0, -0.1, 0.1], [0.0, 0.1, 0.0], [0.6, 0.0, -0.1], [-0.1, 0.0, 0.1], [0.0, 0.0, -0.1], [0.0, 0.0, 0.0], [0.0, 0.0, 0.0], [0.0, 0.0, 0.0], [0.0, 0.1, 0.0], [0.0, 0.0, 0.0], [0.0, 0.0, 0.0], [0.0, 0.0, 0.0], [0.0, 0.0, 0.0], [0.0, 0.0, 0.0], [0.0, 0.0, 0.0], [0.0, 0.0, 0.0], [0.0, 0.0, 0.0], [0.0, 0.0, 0.0], [0.0, 0.0, 0.0], [0.0, 0.0, 0.0], [0.0, 0.0, 0.0], [0.0, 0.0, 0.0], [0.0, 0.1, 0.0], [0.0, 0.0, 0.0], [0.0, 0.0, 0.0], [0.0, 0.0, 0.0], [0.0, 0.0, 0.0], [0.0, 0.0, 0.0], [0.0, 0.0, 0.0], [0.0, 0.0, 0.0], [0.0, 0.0, 0.0], [-0.2, 0.1, -0.1], [0.0, 0.0, 0.0], [0.0, 0.0, 0.0], [0.0, 0.0, 0.0], [0.0, 0.0, 0.0], [0.0, 0.0, 0.0], [0.1, 0.0, 0.1], [-0.1, 0.1, -0.1], [0.0, 0.0, -0.1], [0.0, 0.0, 0.0], [0.1, -0.4, -0.2], [0.0, 0.0, -0.1], [0.2, 0.2, 0.1], [-0.4, -0.1, 0.3], [0.4, 0.3, -0.4], [0.0, 0.0, -0.1], [-0.1, -0.1, 0.1], [0.1, 0.0, 0.3], [-0.2, 0.0, 0.0], [-0.1, -0.1, 0.0], [0.1, 0.2, -0.2], [0.1, 0.0, -0.2], [0.2, -0.2, 0.3], [-0.4, 0.3, -0.1], [-0.1, 0.0, 0.1], [0.1, 0.0, -0.1], [0.0, 0.0, 0.0], [0.0, 0.0, 0.0], [-0.1, 0.1, 0.0], [0.3, 0.1, -0.3], [0.2, -0.1, 0.5], [0.0, 0.0, 0.0], [0.0, 0.0, 0.0], [0.0, 0.0, 0.0], [0.0, 0.0, 0.0]]
}